[1]
Formula: C14H31BCl8NO3P
Source: OMol25
Level of theory: wB97M-V/def2-TZVPD

The calculation puts the HOMO energy at -7.835 eV. Its LUMO energy is 0.5 eV. As for the charge: 0. As for the SMILES: CN(C)B(O)P(C)CCC(=O)O.ClCCCl.ClCCCl.ClCCCl.ClCCCl. The HOMO-LUMO gap is 0.306 Eh.

Each line ends with the natural charge from an NBO analysis.
CARTESIAN COORDINATES (ANGSTROEM)
H: 3.1312 1.7169 -3.9255  0.197
H: -1.8927 -1.0987 3.7396  0.223
Cl: -4.3260 3.7265 -2.7476  -0.065
H: 1.5296 -1.5344 -3.8814  0.205
H: -4.9177 1.9778 -1.2781  0.224
H: -2.5920 1.4771 -0.3802  0.236
H: 3.2259 -0.7855 -3.5998  0.195
H: 2.2118 -5.1183 6.8111  0.224
H: -1.1185 -0.3340 5.1329  0.224
C: 2.5448 -0.4809 0.9507  -0.909
H: 1.5599 0.0135 1.2416  0.244
H: 1.9156 -4.6488 -2.1335  0.245
C: 2.0939 1.8360 -3.4764  -0.422
H: 3.3750 0.2957 0.9933  0.233
C: 1.4915 -2.7519 -0.8796  -0.657
Cl: -0.6274 -5.2044 6.2209  -0.066
Cl: 2.0928 -3.4557 5.1411  -0.059
H: -0.6116 0.5988 -1.5717  0.498
H: -4.4715 7.9557 -3.6619  0.222
H: 0.4663 -2.6019 -1.3448  0.228
P: 2.3922 -1.0495 -0.8473  0.334
C: -5.7000 8.5299 -1.9976  -0.388
H: 0.5887 -5.7763 4.2799  0.232
C: -0.9662 -0.6492 4.0993  -0.386
H: -5.3295 9.5484 -1.8751  0.223
H: 4.8946 -3.0931 -1.8521  0.488
H: -1.9314 2.6977 -1.4740  0.237
H: 0.8626 -6.9080 5.6098  0.225
H: 2.2346 -0.2723 -5.0782  0.209
C: -4.6606 7.6322 -2.6368  -0.392
C: 2.4487 -3.7226 -1.7481  -0.522
N: 1.4786 0.4977 -3.2390  -0.747
H: 2.0751 2.5204 -2.5720  0.216
H: 2.8606 -3.0685 -2.5964  0.213
H: -6.5931 8.5651 -2.6240  0.222
H: 2.9222 -5.6431 5.2803  0.230
C: 0.7868 -5.8508 5.3500  -0.389
Cl: 0.3610 -2.3447 2.4050  -0.065
Cl: -6.2136 7.9324 -0.3998  -0.060
C: -4.0937 2.6915 -1.3162  -0.386
C: 3.6682 -4.1869 -0.8211  0.792
H: 1.4613 2.3564 -4.2880  0.199
C: 0.1908 -1.6244 4.0250  -0.397
H: -4.9897 6.5924 -2.6629  0.231
H: -4.1644 3.3406 -0.4418  0.231
C: 2.0668 -5.1363 5.7301  -0.387
H: 1.1364 -1.1458 4.2835  0.221
H: 1.3524 -3.1893 0.1564  0.256
O: 4.9843 -3.8527 -1.2342  -0.690
O: 0.1946 0.8255 -1.0512  -0.953
Cl: -2.6482 0.7558 -2.6119  -0.061
Cl: -3.1002 7.6951 -1.7801  -0.060
C: 2.1690 -0.5957 -3.9766  -0.430
C: -2.7504 1.9921 -1.3295  -0.396
O: 3.5131 -4.8498 0.2101  -0.575
Cl: -0.6644 0.8283 3.1483  -0.066
H: 0.0250 -2.4459 4.7182  0.245
H: 2.7770 -1.3766 1.6045  0.249
B: 1.2797 0.1968 -1.7968  0.872

Cartesian forces (eV/Å) of the 2 atoms listed first:
H -1.1 0.2 0.9
H 0.2 0.0 0.0

[2]
Formula: C5H3NO
Source: OMol25
Level of theory: wB97M-V/def2-TZVPD

The calculation puts the HOMO energy at -9.887 eV. Its LUMO energy is 0.8 eV. As for the charge: 0. As for the relative energy (zero: lowest compared OMol25 entry of this formula, charge and spin): 87.0 kJ/mol. As for the SMILES: N#Cc1ccoc1. The HOMO-LUMO gap is 0.392 Eh.

Each line ends with the natural charge from an NBO analysis.
CARTESIAN COORDINATES (ANGSTROEM)
C: -0.1624 0.9698 -0.0588  -0.268
C: 1.9863 -0.1787 0.0364  0.284
H: -0.1533 -2.3460 0.2171  0.229
H: 0.3556 1.9687 -0.0053  0.253
C: 0.5318 -0.2574 0.1343  -0.259
N: 3.1262 -0.0687 -0.1169  -0.309
O: -1.5474 -0.7728 -0.1256  -0.410
C: -0.2775 -1.2628 -0.0459  0.157
H: -2.3916 1.3080 -0.0788  0.231
C: -1.4675 0.6398 0.0434  0.092

Cartesian forces (eV/Å) of the 2 atoms listed first:
C 0.0 1.7 1.9
C 0.1 -0.7 0.1

[3]
Formula: C26H25BN12S2V
Source: OMol25
Level of theory: wB97M-V/def2-TZVPD

The calculation puts the HOMO energy (alpha / beta) at -13.931 / -13.931 eV. Its LUMO energy (alpha / beta) is -7.6 / -7.0 eV. As for the charge: +2. As for the relative energy (zero: lowest compared OMol25 entry of this formula, charge and spin): 11.3 kJ/mol. The HOMO-LUMO gap (alpha / beta) is 0.233 / 0.255 Eh. Its multiplicity is 2.

Each line ends with the natural charge from an NBO analysis.
CARTESIAN COORDINATES (ANGSTROEM)
H: -0.2353 -3.1133 -4.9698  0.443
H: -3.2238 -0.2204 -2.6849  0.201
N: 0.5739 1.9005 -0.7577  -0.564
C: -2.1086 3.4746 -2.7054  -0.188
C: 2.6176 4.5045 0.7640  -0.190
C: -1.7241 1.1542 -1.9740  -0.407
H: -4.5688 1.4525 -3.8155  0.239
C: -1.3532 2.5154 -2.0330  -0.106
H: -0.4925 -2.8426 6.2458  0.230
H: 0.6965 -4.2248 2.3566  0.227
C: -3.6600 1.7576 -3.3128  -0.177
N: 0.3788 -2.3153 -4.9324  -0.727
H: 2.6945 -1.2650 -1.7282  0.212
C: -2.8922 0.8082 -2.6479  -0.141
C: -1.3149 1.8147 1.3932  0.016
N: -0.4182 -0.0322 2.1130  -0.324
H: 1.7832 -0.2188 -4.5806  0.418
N: 0.9861 0.4300 -2.7672  -0.595
B: -0.0741 -1.5329 1.9346  0.932
H: 2.6105 -2.5875 2.3512  0.261
H: 0.6049 1.2912 -3.1474  0.408
C: 0.2068 -4.0995 4.5200  -0.320
H: 2.4929 0.6009 0.8499  0.216
V: -0.3514 -0.0222 -0.8950  1.479
C: 0.3878 -3.6776 3.2340  -0.059
H: -4.1146 -3.5053 0.4872  0.262
N: 0.0762 -2.3471 3.1779  -0.418
N: 1.2371 -1.6307 1.0838  -0.310
H: -1.6323 2.7080 3.3885  0.262
H: -1.7978 4.5130 -2.7271  0.233
C: 3.2277 -2.1193 0.2458  -0.309
H: 1.8844 0.6396 -2.3404  0.406
C: 1.6573 3.8001 0.0438  -0.212
N: 1.1657 -0.4714 -3.8225  -0.432
C: 2.4486 -1.4879 -0.7025  -0.002
H: 2.6509 5.5855 0.7456  0.247
S: 0.3771 4.4477 -0.9341  0.538
C: 3.4671 2.3773 1.5351  -0.186
H: -3.2706 -1.7032 -1.3589  0.231
H: 1.0216 -2.1826 -5.6978  0.423
C: -3.2722 3.0908 -3.3472  -0.180
C: -2.2075 -2.9361 1.4454  0.048
C: 2.5217 1.6786 0.8115  -0.176
H: -3.8724 3.8217 -3.8714  0.244
C: -0.2386 -2.9479 5.2028  -0.019
S: -0.7242 -1.8184 -2.5879  0.050
C: -2.7798 -2.0114 -0.4535  0.007
C: -0.7015 0.7147 3.1878  0.073
H: 4.2758 4.2922 2.0850  0.245
H: -2.1242 -3.4784 2.3735  0.257
C: 1.6057 2.4048 0.0508  0.074
H: -1.7027 2.5206 0.6777  0.234
C: -0.1471 2.8658 -1.2914  0.088
C: -3.2053 -2.9310 0.4907  -0.306
N: 1.2422 -1.1746 -0.1948  -0.419
N: -1.2493 -2.0772 1.0732  -0.332
C: 3.5205 3.7754 1.5091  -0.175
H: 4.1809 1.8315 2.1373  0.238
H: 0.3723 -5.0861 4.9168  0.252
C: 0.3309 -1.5098 -3.8850  0.333
H: 4.2331 -2.4877 0.1425  0.264
N: -1.5903 -1.4990 -0.1048  -0.362
H: -0.5029 0.3261 4.1707  0.284
N: -0.3303 -1.9079 4.4011  -0.287
C: 2.4156 -2.1852 1.3705  0.048
N: -0.7880 0.6502 0.9849  -0.386
C: -1.2770 1.9027 2.7701  -0.311

Cartesian forces (eV/Å) of the 2 atoms listed first:
H 0.0 0.0 0.0
H 0.0 0.0 0.0

[4]
Formula: C28H27BDyF4N3O3Se
Source: OMol25
Level of theory: wB97M-V/def2-TZVPD

The calculation puts the HOMO energy (alpha / beta) at -8.055 / -8.147 eV. Its LUMO energy (alpha / beta) is -1.0 / 0.3 eV. As for the charge: 0. As for the relative energy (zero: lowest compared OMol25 entry of this formula, charge and spin): 120.2 kJ/mol. The HOMO-LUMO gap (alpha / beta) is 0.259 / 0.311 Eh. Its multiplicity is 6.

Each line ends with the Mulliken charge.
CARTESIAN COORDINATES (ANGSTROEM)
C: -1.7898 3.6608 1.8723  0.898
C: 4.1300 -4.1393 -1.7957  -0.575
H: 0.3148 -5.0843 -1.4619  0.284
H: -4.1223 2.9392 2.8613  0.409
H: 1.0517 -2.8363 -3.3064  0.481
C: -1.0066 1.0072 -0.4855  0.183
C: 2.3127 -0.1522 3.0716  -1.096
N: -1.5065 2.1758 0.0433  -0.019
C: -4.0889 3.8403 2.2958  -0.997
O: 1.2878 -0.2510 2.0925  1.011
H: 1.1066 2.1371 0.7686  0.575
C: -0.6186 -0.0588 -2.7029  -0.458
C: 3.4671 -3.8873 -0.6004  -0.230
H: -1.7408 -0.6320 5.3748  0.460
C: -2.2417 -0.0480 2.0448  -0.129
H: 2.2831 -0.9891 3.6910  0.420
C: -1.2724 -0.9496 -4.8515  -0.427
C: 2.1128 -4.1866 -0.4328  -0.551
H: -3.6877 -0.3960 3.6848  0.389
H: 1.9428 3.2450 2.9624  0.488
C: -0.0145 -0.2786 2.5904  -0.011
C: 0.8868 3.3743 2.6398  -0.785
C: -0.0319 3.9973 3.4831  -0.613
H: -2.2330 2.6947 -0.4733  0.444
H: -1.2610 1.7964 -2.2199  0.354
C: 3.4888 -4.7264 -2.8482  -0.314
C: -1.3993 0.0525 -3.8753  0.751
Dy: 1.3804 -1.2667 -0.1587  0.186
F: 2.5820 0.8319 -0.3673  -0.288
C: 0.4427 2.7294 1.4237  -0.389
B: 3.9810 0.4897 -0.0424  0.449
H: -1.8983 -1.0486 -5.7565  0.332
C: -0.9729 -0.0061 1.6213  0.486
C: -3.1983 1.2043 -4.8784  -0.950
H: 2.1714 0.8609 3.6282  0.283
C: 0.3514 -2.0488 -3.4195  0.393
F: 3.7720 -0.9209 0.3735  -0.350
H: -3.0227 0.0568 1.2982  0.473
N: -0.8701 0.9977 -1.8179  -0.016
H: 3.1970 -0.1060 2.4454  0.163
H: -3.8674 2.0523 -4.6461  0.252
C: -1.6794 -0.5051 4.3161  -0.783
C: 0.3028 -1.0676 -2.4675  -0.696
H: -4.0549 4.6929 2.9899  0.338
C: -2.6368 -0.3167 3.3604  -0.900
H: 0.3957 -0.6206 4.6286  0.558
C: 2.1637 -5.0150 -2.7153  -0.482
H: -2.7463 1.2921 -5.8753  0.327
H: -0.2181 -2.7835 -5.2849  0.458
H: 1.6192 -5.5099 -3.5703  0.284
H: -3.8378 0.3780 -4.7844  0.461
H: -2.1829 4.5923 3.7324  0.238
O: -2.2230 1.1809 -3.9302  -0.368
F: 4.8434 0.5452 -1.0638  -0.319
C: -0.3885 -2.0040 -4.5785  -1.052
C: 1.4290 -4.8174 -1.5211  -0.006
N: -0.5520 0.0451 0.2801  0.030
C: -0.9105 2.9156 1.0681  -0.108
H: 5.1991 -4.0014 -1.8331  0.409
C: -0.3559 -0.4753 3.9262  -0.648
H: 3.9657 -3.5059 0.2136  0.686
Se: 1.2562 -3.6173 1.2324  -0.207
F: 4.3411 1.1870 1.0474  -0.350
H: 0.2683 4.3681 4.4646  0.379
C: -1.3887 4.1662 3.1007  -0.490
O: -3.0661 3.8042 1.3117  -0.420
H: 3.9434 -4.9982 -3.7959  0.396
H: -4.9055 3.9394 1.6221  0.298

Cartesian forces (eV/Å) of the 2 atoms listed first:
C -0.1 0.1 -0.6
C 0.9 -0.2 0.8

[5]
Formula: CH4N3P
Source: OMol25
Level of theory: wB97M-V/def2-TZVPD

The calculation puts the HOMO energy (alpha / beta) at -8.762 / -8.473 eV. Its LUMO energy (alpha / beta) is -1.1 / -1.3 eV. As for the charge: 0. As for the relative energy (zero: lowest compared OMol25 entry of this formula, charge and spin): 472.7 kJ/mol. The HOMO-LUMO gap (alpha / beta) is 0.280 / 0.262 Eh.

Each line ends with the natural charge from an NBO analysis.
CARTESIAN COORDINATES (ANGSTROEM)
H: 1.0109 1.0667 0.9838  -0.061
C: 0.6368 -0.9650 -0.2430  -0.632
H: 1.0693 -1.5491 0.7018  0.248
N: -1.0998 1.2574 0.0094  -0.528
P: 1.4969 0.6801 -0.1633  0.477
H: 0.9067 -1.6228 -1.0985  0.242
N: -1.5140 0.0648 -0.0481  0.131
N: -0.8245 -0.9318 -0.0974  -0.240
H: -1.6824 1.9998 -0.0446  0.366

Cartesian forces (eV/Å) of the 2 atoms listed first:
H -0.5 0.4 3.0
C 2.1 -0.4 1.9

[6]
Formula: C26H53N3O9P2
Source: OMol25
Level of theory: wB97M-V/def2-TZVPD

The calculation puts the HOMO energy at -9.661 eV. Its LUMO energy is -1.4 eV. As for the charge: 0. As for the relative energy (zero: lowest compared OMol25 entry of this formula, charge and spin): 764.3 kJ/mol. As for the SMILES: CCCCCCC[C@H](C#N)[C@H](C#N)N(C)C(C)=O.CCOP(=O)(OCC)OCC.CCOP(=O)(OCC)OCC. The HOMO-LUMO gap is 0.302 Eh.

Each line ends with the Mulliken charge.
CARTESIAN COORDINATES (ANGSTROEM)
H: 9.3060 8.2089 -2.5203  0.275
H: 5.5974 3.0472 -4.3928  0.239
H: 0.5797 1.8303 -2.3842  0.355
C: 8.5830 6.9602 -0.9165  -0.331
H: 0.1367 4.2796 0.7436  0.326
O: 7.3944 4.7553 -3.5184  -0.379
C: -8.2080 0.7336 0.0009  -1.178
C: 0.4226 -1.4671 2.7109  -1.480
O: 7.4948 6.3810 -1.6235  -0.356
C: 4.8631 4.0532 -1.3048  0.021
O: 2.4460 2.1455 -0.1297  -0.386
N: 3.7525 -0.1842 2.1670  -0.567
O: -7.6235 -3.0275 -0.6870  -0.345
H: 0.2857 -1.0819 3.7799  0.389
H: 1.5905 3.6928 1.7065  0.298
H: 1.0227 1.5785 2.9065  0.281
H: -2.6475 -5.1786 0.4122  0.045
O: 8.9028 4.4568 -1.6984  -0.724
O: 5.7078 5.0074 -1.9410  -0.279
C: -1.1180 1.0007 2.7309  -0.038
C: 7.6905 3.5591 -4.2186  -0.326
N: -2.2726 0.9091 3.1019  -0.685
O: -5.7155 -1.9927 -1.6771  -0.740
H: -3.7874 -5.9608 1.7342  0.241
H: -3.3363 -0.4756 2.0607  -0.314
H: 6.2899 3.0983 0.0161  0.384
C: -0.8575 -2.2551 2.1070  0.104
H: -7.7006 -2.7657 -2.7498  0.307
C: -4.2637 -2.0261 0.8753  0.255
H: -1.7467 -2.2125 2.8300  0.460
H: -7.1872 -5.5625 -1.5864  0.270
C: 9.6710 7.4020 -1.8787  -1.046
O: -5.5521 -2.5645 0.6298  -0.468
H: -4.9501 -0.9620 2.6280  0.315
H: -7.3542 0.8254 -0.6800  0.359
C: -7.8306 -3.5441 -1.9947  -0.339
H: -4.7841 0.0451 1.1873  0.310
H: -0.0611 3.6318 2.5223  0.311
H: -8.5194 1.7415 0.2847  0.391
H: 4.6105 3.0065 0.5627  0.292
C: 5.3449 3.6506 0.0746  -1.116
C: -4.3350 -0.7844 1.7430  -0.358
H: -8.6784 -0.0624 1.9321  0.335
H: -1.7958 -7.6622 -0.1921  0.277
H: 1.2109 0.1496 -1.6818  0.279
P: -6.5669 -1.7790 -0.4193  1.079
H: 4.7564 3.1764 -1.9474  0.136
C: -2.8633 -7.4509 0.2115  -1.047
H: 8.6178 3.1142 -3.8461  0.277
C: 2.6038 -0.3839 1.8658  -0.111
H: -1.1667 -1.7521 1.1033  -0.123
H: 8.9667 6.2756 -0.1568  0.317
H: 6.4527 2.1758 -3.1181  0.234
C: 6.5450 2.5691 -4.1351  -0.997
H: -3.2476 -8.3550 0.8030  0.293
C: -0.4923 -3.7950 1.6994  -0.817
H: -3.5275 -7.2120 -0.7085  0.280
H: -0.6499 -6.6276 1.6135  0.293
H: -7.0098 -5.0733 -3.2843  0.385
C: 0.4752 3.4775 1.5128  -0.857
C: -2.8149 -6.0858 1.1150  -0.002
H: 10.5483 7.7594 -1.3336  0.358
H: -1.8319 -6.9321 3.0309  0.348
P: 7.4050 4.7428 -1.8600  1.052
H: -9.0184 0.2526 -0.5534  0.310
H: -6.9850 0.3722 1.7433  0.212
H: 0.6779 -0.7048 0.6331  0.248
H: 3.8738 4.5116 -1.2199  0.269
H: 5.5189 4.5312 0.6994  0.306
O: -7.5604 -1.4403 0.9435  -0.255
H: -3.6893 -2.7977 1.3956  -0.177
N: 0.2398 2.0857 0.9458  0.018
H: 7.8553 3.8333 -5.2638  0.331
H: -8.8730 -3.8710 -2.0556  0.350
H: -0.4560 0.7971 -1.2523  0.302
C: -7.8399 -0.0741 1.2298  -0.122
H: -0.8527 -4.0346 0.6207  0.288
H: 0.6369 -4.0051 1.7006  0.466
C: 0.9903 -0.3183 1.6833  0.598
H: 6.7120 1.7245 -4.8095  0.438
C: 0.3674 1.1097 2.0663  0.514
H: -5.8747 -4.4993 -2.0471  0.251
C: 0.6322 1.1289 -1.4820  -0.999
H: 9.9808 6.5937 -2.5449  0.276
C: -6.9224 -4.7339 -2.2491  -1.028
C: -1.1413 -4.7978 2.8017  -0.623
H: -3.7494 -1.8137 -0.0671  0.242
C: 1.2154 1.8631 -0.1470  0.263
H: 1.2771 -2.2545 2.7676  0.562
H: 8.1984 7.8362 -0.3855  0.346
C: -1.5850 -6.2275 2.1621  -0.771
H: -0.3229 -4.9532 3.6043  0.331
H: -2.0847 -4.3379 3.2620  0.290

Cartesian forces (eV/Å) of the 2 atoms listed first:
H 0.0 0.0 0.1
H 0.1 0.0 -0.1